1.
Computed, not measured: a molecular structure, C25H26BaN7O2S in a non-equilibrium geometry, with wB97M-V/def2-TZVPD.

XYZ file:
```
62
C25H26BaN7O2S, DFT wB97M-V/def2-TZVPD
Ba -0.560 -0.876 1.553
S -5.584 -0.154 1.127
C -5.300 -1.660 0.314
C -6.203 -2.500 -0.325
C -5.722 -3.663 -0.897
C -4.363 -3.980 -0.840
C -3.463 -3.142 -0.212
C -3.932 -1.968 0.376
N -3.166 -1.035 1.048
C -3.874 -0.038 1.501
C -3.324 1.091 2.247
C -4.205 2.039 2.789
C -3.723 3.121 3.498
C -2.353 3.265 3.661
C -1.482 2.325 3.117
C -1.928 1.214 2.399
H -7.254 -2.246 -0.370
H -6.407 -4.335 -1.396
H -4.014 -4.898 -1.295
H -2.406 -3.374 -0.169
H -5.276 1.918 2.660
H -4.408 3.842 3.923
H -1.963 4.110 4.218
H -0.417 2.474 3.267
N 0.167 -3.182 -0.945
C 1.074 -2.288 -1.694
C 1.939 -3.092 -2.684
C 3.093 -2.486 -3.525
C 2.881 -1.124 -4.215
N 3.187 -0.021 -3.311
C 2.647 1.182 -3.290
N 2.833 1.948 -2.209
N 1.971 1.656 -4.343
C 1.758 -1.434 -0.603
O 2.986 -1.448 -0.428
O 0.947 -0.719 0.061
H 0.736 -3.840 -0.419
H -0.370 -3.737 -1.602
H 0.426 -1.600 -2.246
H 1.235 -3.520 -3.403
H 2.359 -3.926 -2.117
H 3.288 -3.204 -4.321
H 4.000 -2.433 -2.922
H 1.853 -1.039 -4.581
H 3.556 -1.059 -5.071
H 3.567 -0.330 -2.417
H 3.118 1.478 -1.357
H 2.327 2.807 -2.092
H 1.929 1.128 -5.197
H 1.667 2.613 -4.376
N 5.061 5.301 4.598
C 4.371 4.527 4.105
C 3.514 3.568 3.473
C 3.582 2.220 3.810
C 2.737 1.341 3.151
N 1.866 1.719 2.218
C 1.804 3.014 1.913
C 2.602 3.978 2.502
H 4.272 1.874 4.565
H 2.764 0.281 3.378
H 1.058 3.292 1.175
H 2.522 5.020 2.229
```

- LUMO level (eV) = -2.60
- orbital gap (Eh) = 0.2532
- E_tot (Eh) = -1925.57627
- multiplicity = 1
- relative energy (zero: lowest compared OMol25 entry of this formula, charge and spin) (kcal/mol) = 51.5
- total charge = +1

2.
Computed, not measured: a gas-phase ion, C6H8N (charge +1) in a non-equilibrium geometry, with wB97M-V/def2-TZVPD.

XYZ file:
```
15
C6H8N, DFT wB97M-V/def2-TZVPD
C -0.025 1.277 1.244
C 0.114 0.310 0.289
C 1.012 0.461 -0.928
C 0.284 -0.707 -1.558
C -1.097 -1.804 0.470
C -0.358 -0.903 -0.217
N -0.717 2.328 1.446
H 0.796 1.099 2.105
H 0.845 1.300 -1.521
H 2.059 0.324 -0.609
H -0.436 -0.516 -2.360
H 0.959 -1.535 -2.044
H -1.341 -2.649 -0.118
H -1.605 -1.702 1.413
H -0.490 2.715 2.388
```

- LUMO level (eV) = -7.11
- orbital gap (Eh) = 0.2803
- E_tot (Eh) = -287.74762
- multiplicity = 1
- relative energy (zero: lowest compared OMol25 entry of this formula, charge and spin) (kcal/mol) = 130.9
- total charge = +1

3.
Computed, not measured: 8 unconnected molecules or ions with the total composition C46H116N8O15 in a non-equilibrium geometry, with wB97M-V/def2-TZVPD.

XYZ file:
```
185
C46H116N8O15, DFT wB97M-V/def2-TZVPD
C -4.006 0.400 -3.606
O -5.070 0.666 -2.743
C -5.857 -0.457 -2.420
C -6.925 0.051 -1.374
N -6.196 0.742 -0.323
C -7.116 1.528 0.557
C -6.482 2.268 1.857
O -5.410 3.189 1.551
C -4.625 3.534 2.679
H -3.202 1.120 -3.453
H -4.370 0.473 -4.631
H -3.582 -0.546 -3.269
H -5.250 -1.223 -1.937
H -6.432 -0.768 -3.293
H -7.537 -0.776 -1.013
H -7.564 0.792 -1.854
H -5.468 1.304 -0.740
H -7.906 0.831 0.833
H -7.487 2.367 -0.032
H -6.235 1.423 2.499
H -7.326 2.768 2.334
H -4.492 2.700 3.368
H -5.248 4.250 3.214
H -3.670 3.900 2.300
C 0.528 4.259 1.244
O -0.669 4.213 0.416
C -0.290 4.222 -0.970
C -0.147 5.754 -1.394
N 0.227 5.835 -2.855
C 0.466 7.257 -3.108
C -0.745 7.987 -3.598
O -1.044 7.382 -4.814
C -2.258 7.923 -5.528
H 0.273 3.876 2.232
H 0.913 5.260 1.440
H 1.286 3.516 0.995
H -0.938 3.679 -1.658
H 0.685 3.774 -1.162
H 0.469 6.229 -0.630
H -1.149 6.119 -1.169
H -0.554 5.731 -3.487
H 1.237 7.350 -3.873
H 0.898 7.675 -2.199
H -0.604 9.066 -3.653
H -1.624 7.820 -2.974
H -3.186 8.110 -4.989
H -2.522 7.266 -6.357
H -1.959 8.917 -5.860
C 12.907 -6.460 1.970
O 11.710 -5.818 2.460
C 11.487 -4.660 1.754
C 10.346 -3.794 2.403
N 10.147 -2.496 1.717
C 8.880 -1.856 2.097
C 7.629 -2.575 1.536
O 7.398 -2.076 0.161
C 6.525 -2.952 -0.554
H 12.805 -7.430 2.456
H 13.799 -5.971 2.361
H 13.025 -6.618 0.898
H 11.285 -4.764 0.688
H 12.413 -4.085 1.734
H 10.482 -3.787 3.484
H 9.432 -4.384 2.468
H 10.059 -2.779 0.752
H 8.868 -0.886 1.599
H 8.819 -1.726 3.178
H 6.800 -2.130 2.087
H 7.704 -3.656 1.645
H 5.740 -3.449 0.016
H 7.165 -3.634 -1.115
H 5.957 -2.275 -1.192
C 2.762 0.801 4.668
O 2.697 1.927 3.797
C 3.736 2.940 3.915
C 3.408 3.851 5.164
N 4.658 4.469 5.703
C 4.480 5.266 6.897
C 5.805 5.755 7.420
O 6.265 6.925 6.834
C 7.540 7.406 7.289
H 3.806 0.594 4.903
H 2.344 -0.067 4.159
H 2.389 0.902 5.687
H 3.816 3.613 3.061
H 4.670 2.384 3.846
H 3.185 3.159 5.977
H 2.516 4.415 4.889
H 5.056 5.004 4.944
H 3.879 4.687 7.597
H 3.746 6.066 6.801
H 6.475 4.897 7.368
H 5.743 6.003 8.479
H 8.182 6.758 6.692
H 7.706 7.109 8.325
H 7.463 8.465 7.042
C 1.822 0.428 -5.910
O 0.896 -0.584 -5.632
C -0.454 -0.192 -5.774
C -1.165 -1.556 -5.990
N -2.515 -1.075 -6.353
C -3.498 -2.204 -6.090
C -4.732 -1.853 -6.866
O -5.249 -2.985 -7.560
C -6.511 -2.743 -8.167
H 2.829 0.138 -5.611
H 1.506 1.346 -5.414
H 1.907 0.671 -6.969
H -0.614 0.501 -6.600
H -0.735 0.258 -4.822
H -1.183 -2.161 -5.083
H -0.720 -2.057 -6.850
H -2.583 -0.908 -7.347
H -3.690 -2.393 -5.034
H -3.062 -3.149 -6.415
H -4.549 -1.162 -7.689
H -5.542 -1.403 -6.292
H -7.023 -3.686 -8.356
H -6.446 -2.264 -9.144
H -7.110 -2.120 -7.503
C -9.339 -2.678 2.423
O -8.235 -1.812 2.276
C -7.028 -2.482 2.154
C -5.743 -1.667 2.315
N -4.835 -1.627 1.143
C -3.618 -0.997 1.449
C -2.677 -1.665 2.469
O -2.891 -1.291 3.833
C -1.929 -1.772 4.784
H -10.294 -2.171 2.561
H -9.252 -3.487 3.148
H -9.480 -3.167 1.459
H -7.041 -2.905 1.149
H -6.844 -3.239 2.916
H -5.272 -1.884 3.273
H -5.928 -0.609 2.501
H -5.293 -0.936 0.566
H -3.675 0.008 1.869
H -3.038 -0.930 0.529
H -1.694 -1.211 2.341
H -2.563 -2.696 2.133
H -0.883 -1.481 4.689
H -1.978 -2.855 4.900
H -2.301 -1.548 5.783
C -2.677 -4.418 -3.535
O -2.906 -5.386 -2.476
C -4.147 -5.199 -1.773
C -3.818 -4.133 -0.672
N -3.258 -4.724 0.570
C -1.949 -5.324 0.496
C -0.768 -4.306 0.354
O -0.390 -3.869 1.576
C 1.038 -3.944 1.888
H -1.896 -4.776 -4.206
H -2.452 -3.376 -3.308
H -3.596 -4.188 -4.074
H -4.501 -6.167 -1.420
H -4.903 -4.777 -2.436
H -4.707 -3.515 -0.543
H -3.076 -3.430 -1.052
H -3.080 -3.945 1.188
H -1.947 -6.056 -0.311
H -1.829 -5.832 1.453
H -1.133 -3.499 -0.280
H 0.029 -4.845 -0.159
H 1.673 -3.636 1.057
H 1.075 -4.997 2.169
H 1.275 -3.304 2.738
C 3.762 -0.640 1.147
C 2.871 -0.969 -0.061
C 1.498 -0.287 -0.001
O 0.789 -0.554 -1.279
C -0.599 -0.157 -1.262
N 3.548 -0.599 -1.323
H 4.663 -1.247 1.238
H 3.187 -1.065 1.969
H 3.966 0.399 1.410
H 2.636 -2.032 -0.013
H 1.682 0.786 0.054
H 0.833 -0.582 0.811
H -0.632 0.900 -0.996
H -1.297 -0.823 -0.754
H -0.978 -0.315 -2.271
H 2.755 -0.362 -1.903
H 3.969 -1.373 -1.817
```

- LUMO level (spin up / spin down) (eV) = -1.84 / -7.19
- orbital gap (spin up / spin down) (Eh) = 0.3027 / 0.1061
- E_tot (Eh) = -3387.96857
- multiplicity = 2
- ⟨S²⟩ = 0.7550
- relative energy (zero: lowest compared OMol25 entry of this formula, charge and spin) (kcal/mol) = 0.0
- total charge = +1

4.
Computed, not measured: a molecular structure, C27H36CaN8O2S4, with wB97M-V/def2-TZVPD.

XYZ file:
```
78
C27H36CaN8O2S4, DFT wB97M-V/def2-TZVPD
Ca 0.155 0.231 0.022
C -1.257 2.091 -2.781
C 0.119 2.680 -2.473
N 1.123 1.674 -2.143
C 1.864 1.101 -3.247
C 1.055 0.144 -4.120
S 0.202 -1.183 -3.222
C -1.545 -0.843 -3.572
C -2.330 -0.116 -2.481
N -1.596 0.992 -1.883
H -2.000 2.896 -2.728
H -1.286 1.728 -3.808
H 0.435 3.293 -3.331
H 0.048 3.338 -1.606
H 1.762 2.097 -1.477
H 2.271 1.879 -3.915
H 2.718 0.561 -2.833
H 0.320 0.682 -4.719
H 1.740 -0.323 -4.829
H -1.586 -0.312 -4.524
H -2.021 -1.809 -3.748
H -3.285 0.204 -2.928
H -2.569 -0.804 -1.669
H -2.143 1.337 -1.099
C -3.638 -4.734 -0.672
C -3.452 -4.295 0.773
N -3.335 -2.857 0.918
C -2.193 -2.165 0.690
S -2.305 -0.464 1.080
N -1.202 -2.875 0.187
N -0.036 -2.187 0.027
C 0.947 -2.834 -0.485
C 0.863 -4.249 -0.967
C 2.264 -2.134 -0.582
C 3.421 -2.869 -0.848
C 4.643 -2.221 -0.897
C 4.691 -0.856 -0.675
C 3.499 -0.201 -0.408
N 2.324 -0.811 -0.373
H -3.817 -5.809 -0.722
H -2.750 -4.503 -1.259
H -4.491 -4.225 -1.123
H -2.565 -4.766 1.202
H -4.312 -4.607 1.370
H -4.068 -2.344 1.375
H -0.171 -4.501 -1.184
H 1.218 -4.948 -0.204
H 1.465 -4.392 -1.864
H 3.364 -3.935 -1.000
H 5.545 -2.783 -1.100
H 5.619 -0.303 -0.698
H 3.483 0.863 -0.201
O -5.130 4.092 3.597
C -4.501 4.579 2.500
O -5.071 5.372 1.800
C -3.131 4.067 2.213
C -2.499 3.055 2.938
C -1.224 2.637 2.607
C -0.533 3.212 1.531
S 1.072 2.639 1.093
C -1.177 4.224 0.811
C -2.449 4.644 1.145
H -4.547 3.482 4.065
H -2.984 2.541 3.762
H -0.754 1.835 3.161
H -0.656 4.695 -0.013
H -2.938 5.428 0.583
S 1.307 -1.318 2.839
C 2.576 -0.395 3.359
N 2.951 -0.442 4.688
C 3.908 0.339 5.235
C 4.569 1.220 4.444
C 4.193 1.216 3.075
N 3.277 0.456 2.552
H 2.419 -1.083 5.260
H 4.083 0.209 6.293
H 5.333 1.874 4.828
H 4.698 1.890 2.388
```

- LUMO level (eV) = -0.20
- orbital gap (Eh) = 0.2553
- E_tot (Eh) = -3909.51181
- multiplicity = 1

5.
Computed, not measured: a single C5H8N2 molecule, with wB97M-V/def2-TZVPD.

XYZ file:
```
15
C5H8N2, DFT wB97M-V/def2-TZVPD
C 2.302 0.022 0.945
C 0.953 -0.276 0.373
C 0.390 -1.422 -0.239
C -0.844 -1.000 -0.685
N -0.966 0.298 -0.331
C -2.078 1.205 -0.477
N 0.110 0.747 0.319
H 2.195 0.972 1.473
H 3.047 0.165 0.156
H 2.681 -0.733 1.641
H 0.811 -2.412 -0.350
H -1.624 -1.503 -1.242
H -2.752 0.838 -1.250
H -1.684 2.182 -0.765
H -2.617 1.304 0.470
```

- SMILES = Cc1ccn(C)n1
- LUMO level (eV) = 1.05
- orbital gap (Eh) = 0.3672
- E_tot (Eh) = -304.81667
- multiplicity = 1
- relative energy (zero: lowest compared OMol25 entry of this formula, charge and spin) (kcal/mol) = 11.8

6.
Computed, not measured: a single C24H37FN2O2 molecule, with wB97M-V/def2-TZVPD.

XYZ file:
```
66
C24H37FN2O2, DFT wB97M-V/def2-TZVPD
C 3.608 -1.557 2.226
C 2.963 -0.327 1.658
C 2.093 0.472 2.391
C 1.515 1.613 1.845
C 0.653 2.538 2.656
O 0.874 3.738 2.645
N -0.349 2.001 3.418
C -1.113 2.947 4.215
C -1.038 0.762 3.074
C -2.256 0.986 2.178
C -1.895 1.746 0.907
C -2.962 1.687 -0.178
C -2.543 2.437 -1.447
C -2.994 1.754 -2.733
N -2.307 0.489 -2.948
C -1.024 0.457 -3.399
O -0.432 1.479 -3.707
C -0.340 -0.896 -3.434
C 0.209 -1.386 -2.083
C -0.869 -1.533 -1.009
C -0.292 -2.011 0.318
C 0.454 -3.327 0.153
C 1.531 -3.190 -0.915
C 0.978 -2.709 -2.258
C 2.118 -2.607 -3.268
C 1.809 1.975 0.537
C 2.656 1.189 -0.227
C 3.213 0.068 0.352
F 4.047 -0.695 -0.391
H 3.320 -2.447 1.663
H 4.695 -1.488 2.178
H 3.315 -1.697 3.265
H 1.876 0.202 3.419
H -0.435 3.629 4.720
H -1.793 3.548 3.603
H -1.693 2.392 4.952
H -0.341 0.109 2.555
H -1.329 0.261 4.001
H -2.666 0.004 1.919
H -3.043 1.513 2.725
H -1.672 2.792 1.146
H -0.968 1.331 0.494
H -3.149 0.632 -0.413
H -3.911 2.080 0.200
H -2.926 3.460 -1.426
H -1.454 2.519 -1.492
H -4.067 1.553 -2.716
H -2.786 2.394 -3.590
H -2.734 -0.367 -2.643
H -1.032 -1.651 -3.827
H 0.473 -0.785 -4.146
H 0.930 -0.636 -1.727
H -1.368 -0.577 -0.854
H -1.631 -2.246 -1.355
H 0.404 -1.251 0.690
H -1.090 -2.108 1.061
H 0.896 -3.640 1.103
H -0.252 -4.113 -0.140
H 2.288 -2.471 -0.579
H 2.049 -4.142 -1.059
H 0.257 -3.460 -2.614
H 2.786 -1.782 -3.006
H 2.709 -3.524 -3.263
H 1.768 -2.450 -4.288
H 1.377 2.878 0.125
H 2.892 1.436 -1.254
```

- SMILES = Cc1cc(C(=O)N(C)CCCCCCNC(=O)C[C@H]2CCCC[C@@H]2C)ccc1F
- LUMO level (eV) = 0.65
- orbital gap (Eh) = 0.3595
- E_tot (Eh) = -1296.64580
- multiplicity = 1
- relative energy (zero: lowest compared OMol25 entry of this formula, charge and spin) (kcal/mol) = 2.3

7.
Computed, not measured: a molecular structure, H22KrO11 in a non-equilibrium geometry, with wB97M-V/def2-TZVPD.

XYZ file:
```
34
H22KrO11, DFT wB97M-V/def2-TZVPD
Kr -0.809 -0.082 -0.867
O 0.496 -3.120 1.611
H 0.840 -2.568 0.908
H 1.256 -3.609 1.926
O 1.892 0.414 -3.641
H 2.323 0.512 -4.489
H 1.210 -0.240 -3.792
O 3.499 0.015 -1.242
H 4.378 -0.278 -1.482
H 2.965 -0.172 -2.014
O -2.982 -2.950 -1.085
H -3.696 -2.337 -1.261
H -2.566 -2.612 -0.292
O -0.242 3.024 0.907
H 0.192 2.284 0.481
H -0.079 3.766 0.325
O 2.186 -2.211 -0.504
H 2.609 -1.353 -0.548
H 1.924 -2.395 -1.406
O 0.777 2.669 -2.094
H 1.664 2.956 -1.877
H 0.898 1.827 -2.533
O -1.865 0.735 2.404
H -2.194 1.314 1.717
H -2.189 1.120 3.218
O -2.956 2.424 0.406
H -3.288 2.691 1.264
H -2.032 2.674 0.418
O -2.309 -1.959 1.577
H -1.451 -2.273 1.861
H -2.405 -1.107 2.002
O 0.886 0.399 2.411
H -0.029 0.637 2.559
H 1.099 -0.194 3.132
```

- LUMO level (eV) = -0.27
- orbital gap (Eh) = 0.3691
- E_tot (Eh) = -3594.45610
- multiplicity = 1
- relative energy (zero: lowest compared OMol25 entry of this formula, charge and spin) (kcal/mol) = 6.5

Q: What is the E_tot in the fourth record?
A: -3909.51181 Eh